1) Molecular formula: C3H8NO2P
Method: DFT, ωB97M-V/def2-TZVPD

XYZ file:
```
15
Properties=species:S:1:pos:R:3
P 0.049 -1.648 -1.866
C -0.638 -0.966 -0.304
H -0.833 1.573 -0.663
O 1.070 -0.497 -2.237
H -1.666 -0.937 -0.180
H -0.542 1.733 2.975
H 0.994 0.030 -1.489
O 1.078 -2.689 -1.087
H -1.125 2.883 1.613
H 0.808 0.477 1.419
C -0.568 2.042 1.952
H 1.740 -3.139 -1.678
N -0.072 1.114 -0.255
C 0.135 1.307 1.088
H -0.431 -1.282 0.713
```

Calculated values
Total charge = 0
E_LUMO (spin up / spin down) = -0.0259 / -0.0259 hartree
Frontier orbital gap (spin up / spin down) = 7.61 / 7.60 eV

=====

2) Molecular formula: C3H8NO2P
Method: DFT, ωB97M-V/def2-TZVPD

XYZ file:
```
15
Properties=species:S:1:pos:R:3
H 0.331 1.106 -1.642
C 1.841 0.583 -0.366
H 2.520 0.522 -1.255
H -1.625 -2.242 -0.551
C -2.400 -1.400 -0.424
N 0.461 0.987 -0.673
P -1.577 0.031 0.050
C 2.299 0.172 0.799
O -2.227 1.351 -0.064
H 3.343 -0.054 0.914
O -0.775 -0.296 1.441
H -0.986 -1.212 1.703
H 0.411 1.842 -0.129
H 1.474 -0.057 1.545
H -3.090 -1.333 -1.349
```

Calculated values
Total charge = 0
E_LUMO = 0.0136 hartree
Frontier orbital gap = 8.95 eV

=====

2) is favored, and the nearest alternative lies 157.3 kJ/mol above it.

=====

1) Molecular formula: CH3O3S2
Method: DFT, ωB97M-V/def2-TZVPD

XYZ file:
```
9
Properties=species:S:1:pos:R:3
H -0.185 1.564 0.265
H 2.306 -1.316 0.873
S 0.799 -0.277 -0.497
C 1.261 -1.153 0.824
O -2.123 -0.746 -1.711
H 0.785 -1.229 1.810
O -2.082 1.063 -0.080
O 0.705 1.631 -0.207
S -1.466 0.463 -1.277
```

Calculated values
SMILES = C=S(O)#S(=O)[O-]
Total charge = -1
E_LUMO = 0.1382 hartree
Frontier orbital gap = 7.41 eV

=====

2) Molecular formula: CH3O3S2
Method: DFT, ωB97M-V/def2-TZVPD

XYZ file:
```
9
Properties=species:S:1:pos:R:3
H 1.013 0.738 -0.543
C 0.237 0.633 0.058
H -1.821 -0.219 -2.315
O 0.243 -1.636 1.217
S 0.881 -0.293 1.609
O 2.327 -0.260 1.428
H -0.244 1.605 0.396
S -0.860 -0.760 -0.338
O -1.776 0.191 -1.512
```

Calculated values
Total charge = -1
E_LUMO = 0.1343 hartree
Frontier orbital gap = 7.13 eV

=====

2) is favored, and the nearest alternative lies 20.8 kJ/mol above it.